Formula: C60H165N15O15
Source: the Open Molecules 2025 dataset
Level of theory: ωB97M-V/def2-TZVPD

Structure (ORCA input):
```
! RIJCOSX wB97M-V def2-TZVPD def2/J DEFGRID3
* xyz 0 1
C -8.80383 -4.24008 -0.70451
C -8.24806 -4.52990 0.65745
C -8.28532 -6.02034 1.03972
O -7.70876 -6.15600 2.32498
C -7.54920 -7.52555 2.64828
N -6.91416 -3.97077 0.63409
H -8.23372 -4.82895 -1.42305
H -8.74683 -3.21664 -1.07521
H -9.86575 -4.48378 -0.67233
H -8.77367 -3.90452 1.37907
H -7.71190 -6.65327 0.36245
H -9.32652 -6.32849 0.94458
H -6.76912 -8.09070 2.13821
H -8.43411 -8.14827 2.51696
H -7.27579 -7.54960 3.70316
H -7.11091 -2.98159 0.58026
H -6.57090 -4.06516 1.57927
C 3.11864 -6.03527 -3.41492
C 3.18014 -6.48738 -4.85007
C 2.97611 -5.34352 -5.84706
O 1.81336 -4.62133 -5.66086
C 1.57749 -3.56606 -6.59441
N 4.40863 -7.19469 -5.02890
H 3.47953 -6.77254 -2.69777
H 2.09552 -5.79645 -3.12462
H 3.78921 -5.22312 -3.13412
H 2.35673 -7.18442 -5.00580
H 2.97809 -5.70517 -6.87531
H 3.82503 -4.66194 -5.79334
H 1.58422 -4.03188 -7.57984
H 2.33929 -2.79975 -6.45109
H 0.57668 -3.16703 -6.42935
H 4.40432 -7.98233 -4.39667
H 4.30028 -7.74874 -5.86640
C 3.45407 -4.98142 6.52683
C 3.09902 -5.50129 7.96763
C 1.87803 -4.76628 8.57066
O 2.31936 -3.42044 9.05807
C 1.42808 -2.71369 9.94887
N 2.86806 -6.94688 7.95391
H 3.56548 -3.90042 6.44231
H 2.67068 -5.31233 5.84499
H 4.43655 -5.40747 6.32362
H 3.96267 -5.32498 8.60881
H 1.38935 -5.36708 9.33768
H 1.16247 -4.50289 7.79176
H 1.75624 -1.69356 10.14828
H 1.31898 -3.27903 10.87439
H 0.39310 -2.60868 9.62346
H 2.70240 -7.26291 8.89879
H 3.64892 -7.51496 7.65784
C -3.45282 -7.88358 -2.60478
C -2.27607 -7.71789 -3.49108
C -2.35768 -8.43278 -4.89744
O -2.48353 -9.86801 -4.73426
C -1.17268 -10.42246 -4.41654
N -2.15672 -6.28764 -3.68887
H -4.38783 -7.62934 -3.10400
H -3.42948 -7.30591 -1.68074
H -3.58093 -8.92319 -2.30328
H -1.34185 -7.91303 -2.96453
H -1.49562 -8.33600 -5.55743
H -3.16626 -8.04843 -5.51920
H -0.87682 -10.22800 -3.38564
H -0.32700 -10.05643 -4.99874
H -1.29800 -11.48868 -4.60511
H -1.27237 -6.06358 -4.12225
H -2.16656 -5.76736 -2.82324
C 0.77591 -1.43963 0.60751
C -0.61082 -1.09722 0.04573
C -0.57936 -0.70706 -1.46916
O 0.26351 0.34841 -1.77547
C 0.15578 0.88654 -3.07472
N -1.42217 -2.27165 0.08874
H 1.40552 -0.56316 0.76075
H 1.32975 -2.22179 0.08829
H 0.75458 -1.85979 1.61305
H -0.99869 -0.32007 0.70428
H -1.61206 -0.59061 -1.79792
H -0.10974 -1.53984 -1.99265
H 0.39593 0.14872 -3.84026
H 0.81201 1.75362 -3.14980
H -0.87169 1.20019 -3.25912
H -1.62831 -2.59011 1.02479
H -2.40067 -2.15561 -0.13301
C -7.42252 4.94195 -4.46565
C -7.14193 3.96086 -3.32549
C -5.69590 3.28378 -3.33461
O -5.55384 2.48590 -4.50923
C -6.18319 1.22847 -4.39078
N -7.43214 4.68003 -2.09978
H -8.36533 5.46715 -4.31281
H -7.57817 4.36213 -5.37542
H -6.61131 5.64509 -4.65439
H -7.84356 3.13290 -3.42687
H -5.52477 2.76054 -2.39384
H -4.85240 3.97097 -3.40076
H -7.26983 1.21221 -4.47475
H -5.96248 0.71057 -3.45742
H -5.71055 0.70461 -5.22161
H -8.31318 5.16564 -2.18955
H -6.87833 5.52186 -2.16847
C -0.70937 -9.33983 3.08423
C -1.25203 -9.77694 4.49529
C -0.50318 -11.04621 5.05869
O -0.44652 -12.10852 4.05283
C -1.71520 -12.79545 3.96189
N -1.10679 -8.69162 5.44207
H 0.26545 -8.87527 3.23263
H -1.25179 -8.51925 2.61463
H -0.50137 -10.14946 2.38471
H -2.27181 -10.15259 4.41153
H -1.05020 -11.39569 5.93432
H 0.51829 -10.85826 5.38941
H -2.47847 -12.14593 3.53335
H -1.96801 -13.14937 4.96136
H -1.75998 -13.73230 3.40655
H -1.31186 -9.09325 6.34581
H -0.11630 -8.58834 5.61051
C -7.10688 2.09183 3.31837
C -8.40013 1.51547 2.81906
C -9.61252 2.36885 3.22514
O -10.78111 1.70204 2.66351
C -11.96397 2.55587 2.74332
N -8.21141 1.56126 1.38656
H -6.18079 1.59905 3.02233
H -7.09213 2.19462 4.40342
H -6.97377 3.13711 3.03950
H -8.51953 0.51353 3.23133
H -9.62590 3.29175 2.64534
H -9.52502 2.46440 4.30742
H -12.80332 2.17439 2.16191
H -11.81908 3.53444 2.28561
H -12.26446 2.80907 3.76003
H -9.11274 1.23159 1.07192
H -8.14387 2.52654 1.09713
C 0.66963 7.21585 6.10127
C 0.00676 7.81973 4.85139
C -0.75554 6.74518 3.96183
O 0.14722 5.77677 3.44141
C -0.51090 4.69652 2.75636
N -0.91281 8.90253 5.24799
H 1.41847 7.89457 6.50950
H 1.17949 6.25740 6.00374
H -0.14890 6.88376 6.73991
H 0.81398 8.11593 4.18148
H -1.16864 7.38372 3.18098
H -1.59512 6.30040 4.49602
H -1.23639 4.11204 3.32219
H 0.21326 4.01197 2.31468
H -1.05790 5.25272 1.99508
H -1.58616 8.35231 5.76175
H -1.38867 9.11013 4.38165
C 6.40587 6.54711 4.12114
C 6.01714 5.66043 5.34071
C 5.42418 4.30590 4.94194
O 5.18312 3.49091 6.09100
C 4.31747 2.35741 5.78373
N 7.17968 5.55703 6.12327
H 5.48157 6.90024 3.66389
H 6.88818 5.93575 3.35844
H 7.00791 7.43040 4.33430
H 5.23256 6.17369 5.89668
H 6.05640 3.71184 4.28202
H 4.46018 4.52889 4.48468
H 3.30909 2.73794 5.94641
H 4.40096 1.60720 6.57006
H 4.40747 1.87479 4.81055
H 7.82309 4.88978 5.72214
H 6.78322 5.13151 6.94901
C 0.67970 7.93683 -3.04214
C 0.69563 9.33983 -2.40547
C 1.94487 9.56896 -1.47698
O 2.13598 10.93007 -0.98086
C 1.01027 11.39322 -0.28592
N 0.74237 10.26547 -3.49033
H -0.13763 7.78987 -3.74816
H 0.49637 7.16769 -2.29186
H 1.63844 7.68250 -3.49406
H -0.27166 9.66323 -2.02092
H 2.94226 9.38241 -1.87513
H 1.90209 8.91252 -0.60787
H 0.51241 10.64480 0.33061
H 0.21529 11.76502 -0.93235
H 1.37218 12.22671 0.31608
H 1.05291 9.96647 -4.40371
H 1.28028 11.08044 -3.23231
C 2.65005 5.16210 -9.51623
C 3.42525 6.31017 -10.09255
C 3.08462 7.70872 -9.48280
O 3.78817 8.76646 -10.18698
C 2.89791 9.85476 -10.41289
N 4.83090 6.04176 -9.93074
H 2.86031 4.88672 -8.48276
H 2.89733 4.25137 -10.06169
H 1.58340 5.35985 -9.62232
H 3.36918 6.42769 -11.17475
H 3.22767 7.69071 -8.40238
H 2.01524 7.89055 -9.58986
H 2.61031 10.32322 -9.47165
H 1.98654 9.60596 -10.95657
H 3.43561 10.66315 -10.90836
H 5.30075 6.89924 -10.18385
H 5.05034 5.41834 -10.69448
C -4.54990 -3.63229 6.88718
C -4.00500 -2.97759 5.63232
C -3.02882 -1.78943 5.78343
O -3.57776 -0.77181 6.60681
C -2.74457 0.31207 6.88377
N -3.41776 -3.94575 4.73340
H -3.73521 -4.04564 7.48175
H -5.31191 -4.39868 6.74545
H -5.02729 -2.88422 7.52010
H -4.87482 -2.64670 5.06484
H -2.83975 -1.33517 4.81081
H -2.05430 -2.11092 6.15092
H -1.87421 -0.04147 7.43658
H -3.24711 1.06350 7.49280
H -2.43094 0.80918 5.96584
H -2.83817 -4.58970 5.25253
H -4.12641 -4.61490 4.46858
C 10.68392 3.80313 -0.66824
C 9.89597 2.58015 -0.18519
C 8.43067 2.44597 -0.71732
O 7.61666 3.59960 -0.31401
C 6.15421 3.48231 -0.31347
N 10.67263 1.39537 -0.55855
H 10.97100 3.68339 -1.71292
H 11.64473 3.88729 -0.16045
H 10.06968 4.69118 -0.51945
H 9.84666 2.70015 0.89707
H 7.95213 1.49246 -0.49389
H 8.44864 2.33846 -1.80185
H 5.73844 4.46345 -0.08415
H 5.95005 2.85648 0.55529
H 5.78118 3.06130 -1.24713
H 10.22155 0.65603 -0.03893
H 11.55557 1.45659 -0.07196
C 8.84352 1.61337 -6.29980
C 7.89102 0.69625 -7.01380
C 6.49693 0.45865 -6.29779
O 6.71426 -0.12853 -5.02466
C 5.52124 -0.29899 -4.29310
N 7.71161 1.38387 -8.27374
H 8.27674 2.50836 -6.04317
H 9.70296 1.87559 -6.91682
H 9.21638 1.25190 -5.34146
H 8.33848 -0.22414 -7.38899
H 5.96742 -0.24655 -6.93842
H 5.91859 1.36876 -6.13862
H 4.84961 -0.95369 -4.84842
H 4.86624 0.57226 -4.29438
H 5.56078 -0.63304 -3.25631
H 8.55384 1.74127 -8.70154
H 7.11813 2.19460 -8.17075
*
```

The HOMO energy comes out at -8.8 eV. For the LUMO energy, the calculation gives 0.0 eV. The value obtained for the frontier orbital gap is 8.83 eV. Its energy relative to the best compared isomer or geometry (same formula, charge and spin) is 230.1 kcal/mol.